1.
ORCA calculation (the ωB97M-V functional and the def2-TZVPD basis) on a 2-piece molecular cluster, C32H30NO3 overall.

XYZ file:
```
66
Properties=species:S:1:pos:R:3:forces:R:3
C -1.605871 5.911860 -0.349049 -0.22 -0.27 0.03
C 0.481128 -2.293380 -5.209353 -0.04 -0.41 -0.09
C -1.014784 -2.655169 2.137986 -0.13 0.18 0.08
H 1.222560 3.219855 1.787331 0.24 -0.28 0.00
C -0.504743 -1.370057 -0.509274 -0.28 -0.31 0.06
C 2.635356 2.327303 0.394717 0.77 -0.04 0.98
C 4.318220 2.120514 2.658384 -0.27 -0.03 -0.23
C -3.459301 3.965394 0.461078 0.19 0.24 -0.09
O 0.563288 -4.493057 -6.068475 -0.21 0.53 0.98
C 0.078359 -3.286561 -2.628484 -0.19 0.22 -0.22
H -1.138160 0.667452 2.939696 0.02 -0.23 0.08
C 3.030123 2.653345 2.784850 0.21 -0.14 -0.36
C -1.528854 -0.940454 4.292701 -0.07 -0.37 0.17
H -2.144409 -4.300360 7.012991 0.03 -0.11 -0.16
H -2.717519 -4.688137 5.359336 0.14 0.15 0.15
H -1.003613 -2.342544 -0.514534 0.49 0.17 0.16
H 5.793170 1.336890 1.280981 -0.24 0.16 0.03
C -1.195480 -0.414044 3.067925 0.13 -0.08 -0.16
C 1.706464 2.288501 -0.741066 0.34 -0.68 -2.00
C 3.963784 1.857798 0.271892 -0.45 0.15 0.20
C -0.923020 -1.246525 1.943893 -0.17 -0.17 0.21
H 2.908072 1.159573 -2.088297 -0.31 -0.15 -0.05
O 1.182933 5.012253 -0.041168 -0.90 -0.92 -0.35
C -1.359490 -3.202791 3.361634 -0.01 0.14 0.18
H 0.042532 -5.250690 -3.497677 0.12 0.44 -0.04
H 1.310517 -6.263005 -5.198146 -0.15 0.18 -0.17
C 2.203973 2.763712 1.665894 0.21 -0.21 -0.19
C -2.105039 3.638195 0.335802 -0.33 0.18 -0.17
C 0.386648 -3.694459 -4.990630 0.19 -0.15 -0.08
C 0.533397 -5.923542 -5.895755 -0.04 0.13 -0.06
H 0.642188 -1.947430 -6.229252 -0.06 -0.05 0.26
C 1.946881 1.630616 -1.918381 0.08 1.06 1.44
H -1.430118 -4.286288 3.488606 0.10 0.47 -0.15
H -4.953282 5.518214 0.236649 0.33 -0.07 0.00
C -0.559522 -0.663696 0.690087 -0.10 -0.10 -0.25
C 0.376403 -1.416579 -4.155715 0.04 -0.05 0.34
H -0.865064 6.660342 -0.633372 -0.23 -0.22 0.03
H -0.453424 -6.262428 -5.554240 0.21 0.13 -0.10
H 4.337756 1.595250 -0.719184 0.01 0.00 0.41
C 0.152437 -4.179387 -3.680045 0.09 0.05 -0.22
H -0.791134 -3.325612 1.308085 -0.05 0.15 0.28
H -0.296554 2.496739 -1.140810 0.19 0.19 0.20
H 0.735075 -6.309122 -6.894202 -0.05 -0.06 0.20
C -1.180978 4.598599 -0.097433 -0.35 0.15 0.17
H -1.728985 -0.309041 5.156744 0.05 -0.12 -0.24
H -3.295844 7.245002 -0.477627 0.08 -0.28 0.11
C 0.264636 4.231476 -0.238634 0.50 0.65 0.29
H -0.956641 -4.678015 5.724432 -0.19 0.17 0.07
H -1.760192 2.630199 0.580678 -0.17 0.32 -0.05
C 4.786129 1.738089 1.393757 -0.29 0.12 -0.02
H -0.339642 0.406141 0.683389 0.20 -0.14 0.05
H 0.319355 0.069750 -1.880948 0.16 -0.12 0.13
H 0.414556 -0.341920 -4.334722 0.10 -0.25 -0.02
H -0.074939 -3.684799 -1.626777 0.15 0.07 -0.28
C 0.179269 -1.876433 -2.820484 -0.06 -0.45 -0.22
C -1.924567 -4.212326 5.950304 -0.03 0.14 0.00
N 0.441921 2.877700 -0.556619 -0.29 0.28 -0.12
O -1.886919 -2.791296 5.717920 0.26 0.23 -1.28
C -1.604114 -2.347241 4.466671 0.03 -0.14 0.27
C -2.964251 6.233362 -0.241672 0.18 -0.25 0.09
H 1.223484 1.658431 -2.732345 0.24 0.16 0.14
H -4.166920 3.201042 0.783070 0.14 0.26 -0.05
H 4.949222 1.999946 3.539371 -0.13 0.09 -0.27
C -3.894625 5.264147 0.162292 0.41 -0.16 -0.09
C 0.044900 -0.966484 -1.725007 -0.78 -0.48 0.14
H 2.653264 2.985186 3.750230 0.16 -0.06 -0.17
```
Positions in Å, forces in eV/Å.

HOMO energy: -10.59 eV
Energy relative to the best compared isomer or geometry (same formula, charge and spin): 7.3 kcal/mol
Total energy: -1517.58224 a.u.
Net charge: +1
LUMO level: -5.082 eV


2.
ORCA calculation (the ωB97M-V functional and the def2-TZVPD basis) on C32H31AsN7O2RuS as an isolated structure.

XYZ file:
```
75
Properties=species:S:1:pos:R:3:forces:R:3
H 2.686175 3.886022 3.028715 -0.06 -0.03 0.07
C 1.088352 -2.754930 0.909505 0.23 -0.01 -0.15
C 0.762249 -4.033477 1.318563 -0.34 -0.12 0.11
H 2.067131 -0.130324 -4.331897 -0.03 -0.06 -0.02
C 5.028555 1.402367 -3.754066 -0.12 0.02 0.06
H 4.607422 0.036478 2.733669 -0.01 0.05 -0.04
O 3.873074 1.429274 0.932303 0.02 -0.35 -0.23
H 4.303119 2.470064 -6.883370 -0.01 0.02 0.01
H 4.160252 3.417356 3.911232 -0.03 -0.01 0.06
C -2.736173 6.334467 -0.018890 0.09 -0.10 -0.12
N 4.452963 0.470633 -1.083078 -0.16 -0.08 0.00
C 5.159746 2.079018 -4.957461 0.07 0.01 -0.02
H 2.102707 -2.497804 0.632281 -0.03 0.04 -0.06
As 2.672007 1.446552 3.513194 0.57 0.26 0.00
C 5.715245 -1.843045 -2.307215 -0.11 0.04 0.10
C 6.253672 -3.071113 -2.659197 0.09 -0.01 -0.02
H -4.234248 5.776696 1.414752 -0.02 0.00 -0.03
H 1.566212 0.595858 5.591284 -0.01 -0.01 -0.04
C 2.935356 0.489125 -4.503236 0.03 0.06 0.16
C 4.187574 1.957273 -5.938005 -0.01 0.00 -0.04
N -0.230472 4.110750 -1.529314 0.05 -0.08 0.04
H -2.530619 -3.482561 1.865305 0.02 -0.02 0.03
H 3.470443 -0.922154 3.724659 -0.03 0.01 0.04
C 3.798530 -0.188692 -2.202320 0.19 -0.28 -0.85
H 2.511603 -2.389109 -3.254480 -0.09 0.05 -0.05
C -1.494848 -3.304008 1.609557 -0.30 0.58 -0.17
H 1.181511 2.309399 5.344504 0.01 0.01 -0.03
H -3.598958 3.379584 1.419003 0.01 0.04 0.04
C -1.511219 2.300340 0.052683 -0.02 -0.88 0.15
H -3.051272 -0.953658 1.392421 0.01 -0.05 0.17
H -0.832410 -5.315218 1.962626 -0.06 0.03 0.04
C -2.006236 -0.916234 1.112587 -0.52 1.47 -0.38
C -3.422337 5.429421 0.791221 -0.07 -0.06 0.09
H 7.305193 -3.263217 -2.491934 0.00 0.02 -0.01
C -0.556605 -4.313573 1.663179 0.48 -0.11 -0.09
C 3.908041 0.614316 -3.513519 -0.18 0.15 0.15
C -1.998659 3.652437 0.028638 0.23 0.45 -0.28
O 1.329464 -0.654421 -2.143904 -0.45 0.06 0.37
H 5.812931 1.496798 -3.013430 0.01 0.04 -0.03
H 2.320890 1.046152 -6.475122 0.00 0.01 0.01
C -1.314276 4.575448 -0.779142 -0.32 -0.19 0.26
C -3.068596 4.097449 0.808850 -0.05 -0.05 0.00
H 5.882325 -4.996311 -3.527631 0.00 0.00 0.03
H 3.477474 -4.547246 -3.900429 0.00 0.00 0.01
C 2.373295 -0.219892 -1.653416 0.35 0.00 -0.05
C 5.454869 -4.047169 -3.233887 -0.03 -0.02 -0.03
C -1.689003 5.909407 -0.815873 -0.01 0.14 -0.06
C 3.076316 1.159546 -5.708757 0.03 -0.01 -0.02
C -1.112305 -2.029070 1.191739 0.79 -1.26 0.13
S 0.826296 1.247890 2.423345 -1.33 -0.77 -1.10
H -1.158767 6.604841 -1.455060 -0.01 0.02 0.03
H 1.522749 -4.799121 1.363184 0.04 0.03 -0.02
N 0.182622 -1.783060 0.834313 -0.52 0.50 0.05
H 5.417643 0.746370 -1.081416 0.01 0.07 0.11
C 3.602651 0.813375 -0.085809 0.24 0.06 -0.04
C 3.561938 -2.571243 -3.087244 0.07 0.11 0.17
N 2.341317 0.345099 -0.432994 -0.19 -0.25 0.03
H 4.575266 0.231516 4.509590 -0.02 0.00 0.00
N -0.289450 2.003392 -0.581667 -0.15 -0.26 0.44
Ru 0.409106 0.167760 0.164102 2.49 1.26 0.69
H 4.016197 3.067298 2.162648 -0.09 0.03 0.20
H 2.762560 1.839528 6.011007 0.08 0.02 -0.11
H 6.030435 2.697265 -5.131358 0.01 -0.02 -0.01
C 3.981057 0.032428 3.617598 -0.17 0.04 -0.12
C 3.480258 3.146646 3.104259 0.15 0.00 0.13
N -2.165114 1.341620 0.650576 -0.72 1.25 -0.08
H 6.360582 -1.088248 -1.873791 0.02 -0.05 -0.01
C 4.363632 -1.587932 -2.509603 -0.17 -0.07 0.22
C 0.261366 2.892916 -1.364422 0.06 0.17 -0.26
N -1.490952 0.189282 0.666577 -0.12 -1.77 0.46
H 0.202781 4.742345 -2.187382 0.13 -0.04 0.01
C 4.107374 -3.794767 -3.444627 0.05 0.00 -0.02
H 1.156142 2.635531 -1.918360 0.02 -0.04 0.04
H -3.024795 7.376283 -0.028240 0.00 0.00 -0.01
C 1.974214 1.565023 5.310893 -0.10 -0.01 -0.08
```
Positions in Å, forces in eV/Å.

HOMO energy (spin up / spin down): -13.04 / -13.04 eV
Energy relative to the best compared isomer or geometry (same formula, charge and spin): 0.0 kcal/mol
Multiplicity: 2
Total energy: -4500.23136 a.u.
Net charge: +2
LUMO level (spin up / spin down): -6.783 / -7.030 eV


3.
ORCA calculation (the ωB97M-V functional and the def2-TZVPD basis) on C32H31EuF3N5O6S as an isolated structure.

XYZ file:
```
79
Properties=species:S:1:pos:R:3:forces:R:3
H 4.330307 3.596607 -0.747129 -0.02 0.03 0.02
H 0.823082 -3.726682 -4.694614 -0.02 -0.02 0.01
C -3.030689 8.036191 -0.376874 -0.02 0.16 -0.03
F -3.127189 8.326785 -1.699029 0.00 0.01 0.11
H -4.091076 0.272171 -3.256049 0.00 0.00 0.02
F -2.181517 8.960909 0.137029 -0.08 -0.06 -0.05
H 4.491510 -0.865830 0.795536 0.01 -0.10 -0.08
H -1.906590 1.605519 5.389151 -0.02 0.00 -0.05
H -3.861303 -6.325707 -1.067781 0.01 0.02 -0.02
F -4.241925 8.288566 0.159649 0.08 0.00 -0.04
H -3.492915 3.725883 1.295049 0.02 -0.04 -0.03
C 2.197033 0.664443 1.568685 -0.24 0.90 0.41
C -2.165380 0.117073 -2.149399 -0.05 -0.01 -0.19
C -1.905079 -5.966015 -0.223434 -0.06 0.07 -0.08
C -1.328302 6.256476 -0.654716 -0.08 0.07 0.05
O -1.098515 -1.026138 1.935738 -0.15 0.15 -0.10
H 1.493236 -1.014011 5.543668 0.00 -0.04 -0.02
C 4.914901 1.854384 1.229412 -0.04 -0.07 -0.09
C 3.736204 -0.707318 0.020278 -0.07 0.29 0.13
H 3.035680 3.556599 0.483080 -0.01 0.01 -0.02
H -0.328507 -4.188556 -3.412439 0.01 0.00 0.02
C -2.890538 4.434507 0.742964 0.04 -0.03 -0.02
N 1.572410 -3.610884 -2.734333 -0.08 0.01 -0.01
O 2.001372 0.792568 -0.645285 0.27 0.19 0.01
H -1.691452 1.083444 -2.169727 -0.02 0.00 0.06
O 2.002073 1.656127 2.174730 0.27 -0.16 0.44
H 5.706985 2.557410 0.964701 0.06 -0.04 0.05
C -2.565299 6.642247 -0.141413 0.03 -0.12 0.02
C -3.338975 5.730723 0.564019 0.01 0.15 -0.03
H 1.351846 -5.404991 -1.645550 0.01 -0.03 -0.01
H -0.727140 6.981289 -1.190424 0.03 -0.04 -0.01
H 0.093473 -2.482096 -3.649629 -0.01 0.01 -0.02
N -1.581573 -0.949447 -1.506901 -0.10 0.15 0.24
N -0.761002 -0.567491 3.122219 0.17 0.08 0.41
O -0.048356 -2.874037 -0.243553 -0.01 -0.03 0.14
C 3.032233 0.659514 0.181427 0.76 -0.21 -0.55
H 2.760574 2.827898 -1.111961 -0.01 0.07 -0.03
N -3.496536 -1.590458 -2.351903 0.08 -0.04 0.03
S 1.338769 -2.148479 2.875696 0.14 -0.02 0.12
H -2.324859 0.743385 3.067236 0.02 -0.06 -0.05
C -1.663267 4.018689 0.212041 0.09 0.14 -0.03
H 0.036670 0.658756 6.662781 0.03 0.00 0.00
H -1.787049 -6.981773 0.136405 0.03 0.01 0.03
H 5.373649 0.897308 1.479446 0.03 0.06 0.04
C 0.621793 -0.612852 5.048248 -0.18 0.24 0.14
H -4.282604 -2.166091 -2.579817 -0.03 -0.07 -0.01
C -0.181925 0.320391 5.657734 0.10 -0.12 -0.10
Eu 0.381848 -0.616136 0.160484 -0.53 -1.47 -0.43
C -0.915746 -5.038818 -0.004385 0.12 0.00 0.08
H -0.021598 -5.305462 0.548477 0.00 0.05 0.00
C 0.474782 -3.498286 -3.684260 0.05 0.03 0.05
C -3.070114 -5.605273 -0.904027 -0.09 -0.10 0.01
H 3.029494 -4.982129 -2.077044 -0.02 -0.02 -0.01
C -0.777131 1.530540 0.343774 -0.24 0.68 0.02
C -0.881091 4.965205 -0.474953 -0.07 0.00 0.03
C -2.406200 -1.978110 -1.631389 0.09 0.23 -0.13
N 4.030136 1.716232 0.088458 -0.14 0.01 0.01
C 1.993758 -4.961898 -2.413288 0.00 0.06 0.05
H 2.510412 -3.687281 -0.203550 0.04 -0.04 -0.06
H -4.121176 -4.036160 -1.856716 -0.01 -0.01 0.01
C -3.205170 -4.303789 -1.339668 0.04 0.08 -0.02
H 0.079627 4.651141 -0.860133 -0.01 0.00 -0.03
C -3.350923 -0.262332 -2.687707 0.03 0.05 0.01
C 3.505977 3.003584 -0.342975 -0.04 -0.16 0.11
C 0.364303 -1.068229 3.741057 0.05 -0.28 -0.22
H 4.396260 2.235737 2.119607 0.02 0.02 0.00
C -1.015678 -3.688661 -0.442592 -0.25 -0.19 -0.16
C -2.217482 -3.334581 -1.135578 0.12 -0.20 0.20
H -4.291384 6.044027 0.970917 0.00 -0.05 0.00
O 1.362878 -1.448216 -2.107642 0.05 -0.19 0.00
H 1.920956 -5.566413 -3.316507 0.04 -0.01 -0.01
H 3.822223 -2.928641 -1.156604 0.03 -0.05 0.01
C -1.522197 0.383626 3.693238 -0.19 0.11 0.03
O 2.742517 -1.721943 0.138538 0.14 0.00 -0.23
C 1.829634 -2.563786 -1.916186 0.22 -0.03 -0.37
C -1.272635 0.843373 4.959956 -0.01 0.03 0.02
C 2.809266 -2.800820 -0.762940 -0.27 0.13 0.19
H 4.195994 -0.714782 -0.970257 -0.04 0.00 -0.03
C -1.195776 2.681276 0.328931 -0.10 -0.19 0.04
```
Positions in Å, forces in eV/Å.

HOMO energy (spin up / spin down): -3.89 / -4.36 eV
Energy relative to the best compared isomer or geometry (same formula, charge and spin): 0.0 kcal/mol
Multiplicity: 8
Total energy: -3371.37315 a.u.
Net charge: -1
LUMO level (spin up / spin down): 2.462 / 2.461 eV


- Number 1 is which compound?
  C32H30NO3


- Among the records above, which one has the highest total energy?
  C32H30NO3


- Which formula does entry 1 have?
  C32H30NO3


- Which of these has the lowest total energy?
  C32H31AsN7O2RuS